The following is a quantum chemistry calculation of the molecule C29H26N4O6S in a non-equilibrium geometry, from the OMol25 dataset.

XYZ file:
```
66
Properties=species:S:1:pos:R:3:forces:R:3
C -5.30541 -5.29076 0.64371 -0.24 -0.06 0.05
O -3.99223 -4.85378 0.39744 0.34 0.26 -0.07
C -3.74605 -3.51841 0.38539 0.16 -0.04 -0.04
C -4.68764 -2.52659 0.61129 0.03 -0.35 -0.02
C -4.32639 -1.19169 0.57480 0.33 0.22 -0.02
C -3.01354 -0.81521 0.31958 -0.44 -0.58 0.06
C -2.67623 0.60920 0.29130 -0.11 0.59 0.00
C -1.33349 1.05293 0.38854 0.00 0.42 -0.01
C -1.05292 2.39601 0.32525 -0.42 -0.40 -0.16
C 0.38582 2.78746 0.31017 0.07 -0.10 0.26
O 0.89813 3.44338 -0.56800 -0.03 0.10 -0.11
N 1.07716 2.23467 1.36706 -0.22 0.03 0.40
C 2.40457 1.82935 1.36282 0.49 -0.11 -0.21
C 3.30942 2.24876 0.38607 -0.05 0.14 -0.02
C 4.51227 1.58376 0.24733 0.11 0.03 0.18
C 4.83071 0.55479 1.11273 0.63 -0.28 -0.23
S 5.99851 -0.67354 0.58038 -0.41 -0.13 0.06
O 6.74476 -0.20503 -0.54218 -0.24 0.23 -0.07
O 6.68326 -1.31234 1.65891 -0.21 -0.07 0.23
N 4.87163 -1.86203 0.02013 0.71 0.15 0.42
C 3.66501 -1.41376 -0.45997 -0.95 0.69 -1.24
O 2.54702 -1.66398 0.26109 0.74 -0.18 0.08
N 1.48625 -1.06301 -0.36074 -0.80 0.28 -0.32
C 1.94580 -0.45843 -1.42618 0.43 -0.33 0.44
C 1.07071 0.31784 -2.33632 -0.04 0.01 0.09
C 3.35087 -0.64776 -1.55169 0.15 -0.65 0.56
C 4.23934 -0.15269 -2.63446 -0.04 -0.13 0.03
C 4.00588 0.23065 2.17627 -0.10 0.15 0.18
C 2.79746 0.87870 2.31145 0.14 0.07 -0.04
C -2.11195 3.32502 0.17392 -0.26 -0.29 0.01
C -1.93531 4.71806 0.09407 -0.05 0.27 -0.03
C -3.02115 5.54188 -0.02532 0.31 0.02 0.04
C -4.32059 5.01085 -0.06041 -0.19 -0.19 -0.01
C -4.52479 3.66189 0.01649 -0.02 0.23 -0.01
C -3.42795 2.78058 0.13255 0.55 0.55 0.01
N -3.67196 1.46247 0.18669 -0.06 -0.62 -0.02
C -2.05645 -1.81121 0.08548 -0.03 -0.06 -0.01
C -2.40747 -3.14693 0.11320 -0.07 -0.25 0.02
O -1.55316 -4.18198 -0.10749 -0.44 0.02 0.08
C -0.20725 -3.88981 -0.39664 0.22 0.03 -0.02
H -6.00260 -4.92259 -0.11619 0.03 0.00 0.04
H -5.65435 -4.98285 1.63505 0.01 0.00 -0.05
H -5.26589 -6.37797 0.59862 -0.05 0.08 0.01
H -5.71378 -2.78530 0.81791 -0.08 -0.08 0.02
H -5.06101 -0.42253 0.74810 -0.07 0.04 0.01
H -0.53227 0.33538 0.48324 0.10 -0.07 0.03
H 0.50571 1.77799 2.06698 0.03 0.09 -0.22
H 3.02890 3.02717 -0.30323 0.02 0.02 0.00
H 5.19755 1.82207 -0.54952 0.01 0.06 -0.18
H 4.76729 -2.57219 0.73169 0.12 -0.14 0.13
H 1.29109 0.06395 -3.37064 -0.05 0.00 -0.09
H 1.25272 1.38407 -2.20227 -0.02 0.10 -0.04
H 0.02517 0.11315 -2.12417 -0.10 0.01 -0.03
H 5.27881 -0.24865 -2.33426 0.05 0.08 -0.16
H 4.08016 -0.73151 -3.54437 0.04 0.03 -0.11
H 4.01639 0.88963 -2.85433 0.09 0.12 -0.06
H 4.30155 -0.55581 2.85271 -0.08 -0.13 0.12
H 2.11807 0.59916 3.10306 -0.08 -0.06 0.08
H -0.93411 5.12111 0.11580 0.07 0.07 -0.02
H -2.88441 6.61092 -0.09233 0.04 0.08 0.00
H -5.16156 5.68267 -0.15125 -0.08 0.02 -0.01
H -5.51435 3.23375 -0.01122 -0.10 -0.06 0.00
H -1.03680 -1.54257 -0.13862 0.17 -0.02 0.00
H 0.27861 -4.85548 -0.52728 0.01 0.07 -0.01
H 0.27589 -3.34584 0.41995 -0.04 0.01 -0.05
H -0.10945 -3.30704 -1.31815 0.00 0.02 0.05
```
Positions in Å, forces in eV/Å.

Results
E (eV): -59574.5207
Energy above the lowest of the compared OMol25 structures with the same formula, charge and spin (kcal/mol): 0.0
SMILES: COc1ccc(-c2cc(C(=O)Nc3ccc(S(=O)(=O)Nc4onc(C)c4C)cc3)c3ccccc3n2)cc1OC
Kohn-Sham gap (eV): 7.45
Molar mass (g/mol): 558.6
Charge: 0
Max |F| (eV/Å): 1.70
HOMO level (eV): -7.822
LUMO level (eV): -0.37



The following is a quantum chemistry calculation of a structure of composition C37H58N4O2Ti, from the OMol25 dataset.

XYZ file:
```
102
Properties=species:S:1:pos:R:3:forces:R:3
Ti -0.29638 -1.89802 0.74044 -0.37 -0.49 -0.02
C 0.49787 -4.86917 1.70339 -0.04 -0.06 -0.06
N 0.33967 -3.54747 2.31024 0.02 0.41 -0.12
C -0.67501 -3.59688 3.36648 -0.03 0.01 0.02
C 1.62832 -3.05620 2.83516 0.13 -0.10 0.06
C 1.82621 -1.54606 2.72139 0.10 -0.01 0.22
N 1.58844 -1.02923 1.37459 -0.39 -0.09 -0.17
C 2.59394 -1.47703 0.38803 0.26 -0.02 0.14
C 2.17897 -1.32565 -1.05036 0.00 -0.01 -0.21
C 2.78871 -0.34803 -1.82673 -0.01 0.02 0.02
C 2.49642 -0.19848 -3.17450 0.03 0.05 0.01
C 1.60578 -1.11862 -3.71853 0.00 -0.03 0.00
C 0.97112 -2.12743 -3.00304 -0.03 0.01 0.09
C 1.21495 -2.21365 -1.60573 0.15 0.27 -0.09
O 0.56478 -3.02938 -0.80786 -0.02 0.06 0.46
C 0.03183 -3.04974 -3.79803 -0.04 -0.03 -0.04
C 0.84330 -3.73009 -4.91288 -0.01 0.00 0.00
C -0.64598 -4.16357 -2.99223 0.02 0.03 0.03
C -1.08979 -2.21269 -4.43371 0.00 0.00 0.03
C 3.10918 0.88761 -4.05619 0.02 0.01 -0.01
C 4.06655 1.79045 -3.27749 -0.01 -0.02 0.01
C 3.89087 0.24139 -5.20859 -0.02 0.01 -0.01
C 1.99304 1.76856 -4.63587 0.01 -0.01 0.00
C 1.47452 0.42866 1.36660 0.15 0.13 -0.02
C 0.24525 1.10770 1.95658 -0.13 0.09 0.13
C 0.39420 2.48372 2.05819 -0.01 0.01 0.01
C -0.61600 3.32476 2.50080 0.06 0.03 -0.01
C -1.80542 2.71459 2.86248 -0.05 -0.07 0.01
C -2.02085 1.33969 2.80242 0.02 0.01 -0.06
C -0.98277 0.49671 2.33087 0.06 0.17 0.10
O -1.15411 -0.80942 2.26462 0.40 -0.41 -0.41
C -3.41938 0.85646 3.22951 -0.05 -0.03 0.01
C -4.46489 1.47357 2.28446 0.01 -0.01 0.02
C -3.64548 -0.65977 3.21000 -0.01 -0.03 0.01
C -3.70019 1.32299 4.66883 0.00 0.00 -0.03
C -0.39258 4.83426 2.56068 0.00 0.03 0.00
C -0.09848 5.36100 1.14908 0.02 0.02 0.02
C -1.61312 5.57920 3.10292 -0.01 -0.03 -0.02
C 0.79857 5.15021 3.47590 0.01 -0.01 -0.02
H 0.85641 -5.60525 2.43612 0.00 0.01 -0.01
H 1.18457 -4.80617 0.86176 0.00 0.01 0.01
H -0.46528 -5.20347 1.31661 0.00 -0.01 0.02
H -0.44942 -4.39596 4.08640 0.03 0.06 0.04
H -1.65223 -3.79364 2.92340 0.01 -0.01 0.02
H -0.73185 -2.63346 3.86811 0.00 -0.01 -0.01
H 2.42453 -3.57019 2.29572 -0.02 0.00 0.00
H 1.74010 -3.33503 3.89131 0.03 -0.02 -0.02
H 2.85382 -1.31624 3.04458 -0.04 0.04 0.05
H 1.13824 -1.01992 3.38530 0.00 -0.04 0.01
H 2.80103 -2.52842 0.59132 -0.02 0.01 -0.05
H 3.52608 -0.91741 0.55803 0.01 -0.05 -0.02
H 3.50918 0.30472 -1.34704 0.01 0.00 0.01
H 1.38857 -1.04278 -4.77823 0.00 0.00 0.00
H 1.64569 -4.33355 -4.48507 0.01 0.00 0.00
H 1.29382 -3.00595 -5.59234 0.01 -0.01 -0.01
H 0.19776 -4.38662 -5.50118 -0.01 0.00 0.00
H 0.08068 -4.80853 -2.50267 0.00 -0.01 0.02
H -1.24656 -4.76748 -3.67863 0.01 0.00 -0.01
H -1.30058 -3.76157 -2.22141 0.00 -0.01 0.00
H -0.70072 -1.43013 -5.08716 0.00 0.01 0.00
H -1.69565 -1.74209 -3.65611 0.00 -0.01 -0.01
H -1.74370 -2.85392 -5.02992 -0.01 -0.01 -0.01
H 4.90986 1.22715 -2.87425 0.01 0.00 0.01
H 3.56176 2.29298 -2.44982 0.00 0.00 0.01
H 4.46656 2.55996 -3.94008 0.00 0.00 -0.01
H 4.67926 -0.40555 -4.82094 0.01 0.00 0.01
H 4.35087 1.00781 -5.83702 0.00 0.01 -0.01
H 3.24162 -0.36537 -5.84096 0.00 -0.01 0.00
H 1.44410 2.26724 -3.83309 0.00 0.01 0.01
H 1.28273 1.18034 -5.21905 0.00 -0.01 -0.01
H 2.41058 2.53788 -5.28979 0.00 0.01 -0.01
H 1.55735 0.72497 0.31765 -0.03 0.01 0.02
H 2.35408 0.85312 1.87937 0.04 -0.03 -0.08
H 1.34961 2.91170 1.76558 0.02 -0.01 -0.01
H -2.61812 3.33503 3.21184 -0.02 0.02 0.01
H -4.28990 1.14009 1.25878 0.01 0.00 -0.01
H -4.43142 2.56313 2.29324 0.00 0.02 0.00
H -5.47094 1.16363 2.57889 -0.01 -0.01 0.01
H -3.52092 -1.07488 2.21156 -0.03 0.00 0.03
H -4.66783 -0.85553 3.54534 -0.03 0.01 0.01
H -2.95601 -1.18141 3.87143 -0.02 0.00 -0.01
H -3.69418 2.40866 4.76130 0.01 0.02 0.00
H -2.94811 0.92337 5.35154 0.00 -0.01 0.00
H -4.68059 0.96639 4.99388 -0.01 0.00 0.00
H -0.93429 5.14959 0.47936 -0.01 0.00 0.00
H 0.79447 4.89520 0.72992 0.01 -0.01 -0.01
H 0.06267 6.44187 1.16881 0.00 0.01 0.00
H -2.48822 5.43394 2.46642 -0.01 0.00 0.00
H -1.40261 6.64957 3.14005 0.01 0.01 0.00
H -1.86509 5.25266 4.11349 0.00 0.00 0.01
H 1.71578 4.68239 3.11599 0.00 -0.01 0.00
H 0.61161 4.78702 4.48787 0.00 0.00 0.01
H 0.96809 6.22874 3.52236 0.00 0.01 0.00
N -2.02500 0.68178 -2.38380 0.05 -0.05 0.14
C -3.07769 -0.08331 -1.93272 0.08 0.07 -0.10
C -2.56130 -0.84718 -0.93365 -0.42 0.20 -0.12
N -1.23408 -0.55113 -0.76341 0.13 -0.13 0.06
C -0.93397 0.36077 -1.65542 -0.01 -0.02 -0.04
H -2.04712 1.34597 -3.13722 -0.01 0.00 0.00
H -4.06254 -0.01724 -2.35719 -0.01 0.00 0.00
H -3.07484 -1.57284 -0.32169 0.01 0.03 0.02
H 0.04721 0.77953 -1.81539 0.01 0.01 -0.03
```
Positions in Å, forces in eV/Å.

Results
E (eV): -72484.2046
Energy above the lowest of the compared OMol25 structures with the same formula, charge and spin (kcal/mol): 0.0
Kohn-Sham gap (spin up / spin down) (eV): 5.76 / 7.41
Molar mass (g/mol): 638.8
Charge: 0
Multiplicity: 3
Max |F| (eV/Å): 0.70
HOMO level (spin up / spin down) (eV): -5.363 / -7.032
LUMO level (spin up / spin down) (eV): 0.40 / 0.38



The following is a quantum chemistry calculation of a structure of composition C33H28MoN9 in a non-equilibrium geometry, from the OMol25 dataset.

XYZ file:
```
71
Properties=species:S:1:pos:R:3:forces:R:3
Mo -0.00769 -0.76030 -0.77646 -0.24 0.49 -0.15
C 3.45005 0.09356 3.81883 -0.20 1.34 -0.61
C 2.61670 -1.10055 3.64337 -0.64 -0.17 -0.37
C 1.51288 -1.13751 2.88552 0.15 -0.40 -0.55
C 1.02938 -0.01000 2.02818 -0.58 0.35 0.02
C 1.95799 2.01794 1.81914 -0.51 -0.27 -0.24
C 3.16048 2.09067 2.77251 1.07 -0.74 -0.29
N -0.08734 -0.39635 1.18955 -1.29 -0.16 0.08
C -1.38611 -0.45651 1.83653 0.83 0.10 0.26
C -1.65194 -0.21575 3.19443 -0.94 -0.39 -0.70
C -2.96822 -0.35518 3.63531 -0.04 0.05 -0.52
C -4.02141 -0.76980 2.79222 0.12 0.19 0.73
C -3.73994 -1.10195 1.48921 0.30 0.28 -0.45
C -2.44225 -0.87545 1.01600 0.81 -0.07 0.35
N -1.92794 -1.26384 -0.23790 -0.91 -0.60 -0.64
N -2.67886 -2.02483 -0.93519 1.36 -0.21 -0.55
C -1.90301 -2.71283 -1.92102 -1.59 0.81 1.94
C -2.57200 -3.73234 -2.57286 1.55 0.03 -0.68
C -1.79616 -4.53319 -3.39352 0.23 0.39 0.14
C -0.39378 -4.31040 -3.44411 -0.61 -0.36 -0.26
C 0.17325 -3.29767 -2.70594 -0.61 -0.56 0.20
N -0.58397 -2.48456 -1.92766 0.17 0.21 -0.28
H 4.29050 -0.06958 4.48470 0.04 0.01 -0.03
H 2.89118 -2.02903 4.11845 0.27 -0.02 0.23
H 0.99664 -2.09714 2.71397 0.17 0.57 0.32
H 1.77607 2.88307 1.19576 -0.08 0.21 0.03
H 3.73271 2.99865 2.81349 -0.13 0.61 -0.20
H -0.92550 0.03282 3.93693 0.51 0.11 0.04
H -3.15349 -0.11971 4.66874 -0.24 -0.07 0.21
H -5.04381 -0.83960 3.18252 0.54 -0.08 -0.17
H -4.48585 -1.49989 0.81871 -0.09 0.04 -0.04
H -3.60758 -3.83228 -2.36548 -0.74 -0.25 -0.17
H -2.26980 -5.31334 -3.97038 0.19 -0.19 -0.04
H 0.22160 -4.96528 -4.05825 -0.05 0.21 0.20
H 1.23827 -3.18744 -2.62785 0.30 0.06 -0.13
C 1.21643 0.73502 -3.42092 0.81 -0.06 -0.11
N 1.52367 -0.56969 -2.77927 -1.30 -0.25 -0.16
C 2.88152 -0.65524 -2.30339 1.22 0.07 0.56
C 2.92503 -0.10303 -0.88455 0.49 -0.42 -0.75
N 1.84987 0.32022 -0.33609 -0.22 0.11 0.26
C 2.13310 0.64325 1.03255 -0.24 0.28 0.20
C 0.82051 1.45380 2.69398 0.04 -0.59 -0.16
C 1.25077 1.48953 4.08780 -0.13 0.50 0.53
C 2.70058 1.53496 4.11357 0.80 -1.03 0.17
C 4.05467 0.85225 2.41913 0.37 -0.33 1.29
C 3.53042 0.39708 1.18769 0.90 -1.03 -1.48
N 4.02063 -0.06811 -0.01167 -0.76 0.60 1.41
C -0.11515 1.22869 -3.02314 -0.71 -0.57 0.26
N -0.71492 0.93512 -1.86656 -0.28 0.02 -0.03
C -1.93685 1.67957 -1.85315 0.78 -0.12 -0.97
C -2.88486 1.91238 -0.87175 0.18 -0.29 0.54
C -3.89758 2.79816 -1.15728 -0.25 0.05 -0.27
C -3.99265 3.43798 -2.41251 0.19 -0.21 0.69
C -3.06009 3.22406 -3.40433 -0.13 0.12 -0.18
C -2.03357 2.33725 -3.08413 0.39 0.07 -0.05
N -0.86142 2.00133 -3.79016 -0.98 0.90 -0.16
H 1.33308 0.64569 -4.51477 -0.14 0.25 0.41
H 1.93602 1.48578 -3.05368 -0.03 -0.28 -0.25
H 1.34178 -1.32695 -3.46126 0.16 0.65 0.56
H 3.56191 -0.07461 -2.93876 0.13 -0.15 0.07
H 3.23833 -1.69559 -2.31248 -0.08 0.24 0.08
H -0.15009 1.85557 2.48021 -0.58 -0.04 -0.05
H 0.62891 1.48334 4.98753 0.13 -0.03 -0.52
H 3.17342 1.99301 4.96789 -0.09 0.07 0.39
H 5.12428 0.90541 2.50866 0.37 0.24 -0.05
H 4.99960 -0.24736 -0.23994 -0.32 0.01 0.08
H -2.78768 1.45066 0.10277 -0.14 0.04 -0.02
H -4.65247 3.00322 -0.40375 0.15 0.03 -0.11
H -4.78435 4.15391 -2.52919 -0.22 0.10 -0.32
H -3.14984 3.74693 -4.36091 0.24 -0.26 0.33
H -0.62407 2.41199 -4.68557 0.14 -0.23 0.11
```
Positions in Å, forces in eV/Å.

Results
E (eV): -49914.5421
Energy above the lowest of the compared OMol25 structures with the same formula, charge and spin (kcal/mol): 94.7
Kohn-Sham gap (spin up / spin down) (eV): 5.69 / 5.79
Molar mass (g/mol): 646.6
Charge: +3
Multiplicity: 3
Max |F| (eV/Å): 2.64
HOMO level (spin up / spin down) (eV): -15.560 / -15.734
LUMO level (spin up / spin down) (eV): -9.87 / -9.94



- The lowest molar mass belongs to which entry?
  C29H26N4O6S



- The highest E belongs to which entry?
  C33H28MoN9



- Among the records above, which one has the lowest E?
  C37H58N4O2Ti